[1]
{"formula": "C8H15N2", "method": "the ωB97M-V functional and the def2-TZVPD basis", "charge": 1, "homo_lumo_gap_ev": 9.9, "smiles": "CN1CC[N+]2=C1CC2(C)C", "de_lowest_ev": 2.568, "lumo_ev": -3.51, "homo_energy_ev": -13.373, "total_energy_ev": -11510.41515, "species": ["N", "N", "C", "C", "C", "C", "C", "C", "C", "C", "H", "H", "H", "H", "H", "H", "H", "H", "H", "H", "H", "H", "H", "H", "H"], "coordinates": [[0.85616, -1.56581, -0.74583], [-0.25185, -0.18512, 0.82792], [0.97485, -0.48461, 1.50644], [-0.14617, -0.74914, -0.54932], [1.59228, -1.55602, 0.58917], [-0.97650, 0.96750, 0.31902], [-2.23210, 1.24137, 1.23175], [-1.14301, 0.26841, -1.06012], [1.08285, -2.41718, -1.84937], [-0.18804, 2.28594, 0.00846], [-2.94057, 1.71377, 0.53276], [1.77318, -3.23732, -1.74018], [1.57427, 0.45977, 1.70494], [0.77568, 2.24787, -0.41420], [-0.90946, 0.80080, -1.90305], [0.95399, -0.99351, 2.47828], [-1.95513, 1.90235, 2.10737], [1.65961, -2.61738, 0.85330], [1.38171, -1.94384, -2.79309], [-1.93721, -0.34769, -1.20394], [-2.56423, 0.31977, 1.56542], [0.17521, -2.98729, -2.01660], [2.59144, -1.18964, 0.57239], [-0.69273, 2.91335, -0.71266], [-0.22273, 2.74707, 0.96000]], "atomic_forces_ev_per_a": [[-0.5, 2.6, 2.5], [0.8, -3.4, -4.6], [0.6, 0.1, 1.0], [1.0, 2.4, 4.1], [0.9, -0.7, -0.6], [-1.0, 2.0, -0.4], [2.0, 2.3, -1.8], [1.4, -1.6, 2.4], [-0.4, -1.4, -2.1], [-1.6, -0.9, 0.9], [-0.2, 0.1, 0.8], [0.8, 0.2, 1.0], [-0.3, -1.2, -0.8], [1.5, -0.8, -0.1], [0.7, 1.2, -2.1], [-0.9, 0.5, 0.1], [-0.4, -0.7, -1.1], [-0.4, 0.4, 0.8], [-0.2, 0.4, 0.4], [-3.4, -1.0, -0.5], [-1.0, -1.7, 0.7], [-0.4, 0.2, -0.3], [1.2, -0.3, -1.3], [-0.8, 0.0, 0.1], [0.7, 1.2, 0.7]]}

=====

[2]
{"formula": "C8H15N3S2", "method": "the ωB97M-V functional and the def2-TZVPD basis", "homo_lumo_gap_ev": 7.8, "smiles": "CC/C=C/C(N)=S.C=CN/C=N/S", "de_lowest_ev": 2.113, "lumo_ev": 0.57, "homo_energy_ev": -7.239, "total_energy_ev": -34677.76260, "species": ["S", "S", "N", "N", "N", "C", "C", "C", "C", "C", "C", "C", "C", "H", "H", "H", "H", "H", "H", "H", "H", "H", "H", "H", "H", "H", "H", "H"], "coordinates": [[-1.94764, 3.06497, -0.04992], [-0.64973, -0.28030, -0.81698], [-2.42192, 1.41663, -0.08154], [-4.19520, -0.05856, -0.30400], [-0.00296, -0.32290, 1.72479], [-3.66682, 1.20812, -0.25596], [-3.95421, -2.45567, -0.21589], [2.51031, 0.06501, -0.84545], [3.98586, 0.23501, -1.04616], [4.83207, 0.27062, 0.22173], [1.88392, -0.05553, 0.32664], [-3.44573, -1.22528, -0.17027], [0.42010, -0.22045, 0.45152], [4.14124, 1.15472, -1.62627], [-0.64720, 2.80953, 0.14247], [4.53816, 1.10256, 0.87235], [5.88991, 0.39643, -0.02499], [4.73065, -0.66008, 0.79356], [1.89488, 0.03810, -1.74465], [4.32919, -0.57536, -1.70261], [-0.98887, -0.43831, 1.90499], [0.63548, -0.28789, 2.50559], [-5.01563, -2.64159, -0.36527], [-3.30603, -3.31702, -0.10352], [-5.19012, -0.14510, -0.44507], [-2.38857, -1.03238, -0.02211], [-4.42070, 1.99094, -0.38081], [2.44955, -0.03621, 1.25782]], "atomic_forces_ev_per_a": [[-0.1, -0.2, 0.0], [2.7, -0.6, -0.3], [-1.1, 1.2, 0.6], [-0.2, 0.0, 0.0], [-0.2, -0.1, 0.3], [0.0, -0.1, 0.0], [-0.1, 0.1, 0.0], [-0.1, 0.0, 0.2], [0.0, 0.0, 0.0], [0.0, 0.0, 0.1], [0.2, 0.2, -0.2], [-0.5, -0.3, 0.5], [-0.1, -0.1, -0.7], [0.0, -0.1, 0.1], [0.0, -0.1, 0.0], [0.0, -0.1, -0.1], [-0.1, 0.0, 0.0], [0.0, 0.2, -0.1], [0.0, 0.0, 0.1], [0.0, 0.1, 0.0], [0.2, 0.1, 0.0], [-0.1, 0.0, -0.2], [0.1, 0.0, 0.0], [-0.1, 0.1, 0.0], [0.1, 0.1, 0.0], [-0.5, -0.2, 0.0], [0.0, 0.0, -0.1], [0.0, 0.0, -0.1]]}

=====

[3]
{"formula": "C8H15N4", "method": "the ωB97M-V functional and the def2-TZVPD basis", "charge": 1, "homo_lumo_gap_ev": 9.0, "de_lowest_ev": 1.206, "lumo_ev": -4.24, "homo_energy_ev": -13.288, "total_energy_ev": -14491.38829, "species": ["N", "N", "N", "N", "C", "C", "C", "C", "C", "C", "C", "C", "H", "H", "H", "H", "H", "H", "H", "H", "H", "H", "H", "H", "H", "H", "H"], "coordinates": [[0.75129, -1.74376, 0.23472], [3.13095, 0.84675, -0.35635], [-0.66782, -3.46522, -0.29476], [1.95410, -1.32735, 0.63860], [0.51141, -3.03043, -0.00118], [-1.10878, 1.69374, 0.07304], [-0.36470, -0.72027, 0.10557], [0.04619, 0.73868, 0.23786], [-2.39407, 1.09826, 0.58584], [-1.58547, -1.26022, 0.02682], [-2.69502, -0.26091, 0.04328], [-1.72510, -2.66857, -0.24700], [-2.57391, -3.16047, -0.44210], [-0.84423, 2.54266, 0.54983], [3.30564, 1.13363, 0.62065], [-3.50274, -0.78084, 0.66808], [2.34701, -0.55231, 0.16000], [0.60691, 0.97374, -0.76490], [0.74101, 0.87668, 1.03059], [-3.32591, -0.25478, -0.94985], [-3.23555, 1.68017, 0.39036], [3.91800, 0.50222, -0.88711], [2.62254, 1.56724, -0.75873], [-2.28793, 0.98696, 1.64023], [2.59304, -2.14593, 0.59898], [-1.22542, 1.83178, -0.99822], [1.28794, -3.71478, 0.17309]], "atomic_forces_ev_per_a": [[-3.3, 2.1, -1.1], [0.6, -1.1, 1.9], [-2.1, -0.7, -0.2], [1.2, -2.9, 1.7], [-0.3, 2.0, 0.5], [-1.3, -2.9, -1.5], [4.4, -2.0, 1.4], [0.6, -1.2, -3.8], [1.0, -0.8, 0.4], [-1.0, -0.3, -1.4], [-3.8, -2.4, -1.0], [4.3, 2.1, 0.8], [-3.5, -1.2, -0.6], [0.5, 3.1, 1.3], [0.6, -0.3, -1.0], [0.9, 0.9, -0.3], [0.3, 1.7, -1.2], [-0.3, -0.8, 2.0], [0.3, 0.2, 0.9], [1.7, 0.2, 1.3], [-1.3, 1.3, -0.2], [0.2, 0.7, 0.2], [-0.6, 1.5, -1.4], [-0.1, 0.1, 1.1], [-0.4, 0.9, 0.2], [0.0, 0.5, -0.1], [1.2, -0.8, 0.0]]}

=====

[4]
{"formula": "C8H15N4", "method": "the ωB97M-V functional and the def2-TZVPD basis", "charge": 1, "homo_lumo_gap_ev": 8.6, "smiles": "CC(C)C1=N/CC/N=N/C/[NH+]=C\\1", "de_lowest_ev": 3.714, "lumo_ev": -4.65, "homo_energy_ev": -13.215, "total_energy_ev": -14488.88062, "species": ["N", "N", "N", "N", "C", "C", "C", "C", "C", "C", "C", "C", "H", "H", "H", "H", "H", "H", "H", "H", "H", "H", "H", "H", "H", "H", "H"], "coordinates": [[-0.14341, -1.49407, -0.59336], [-1.87003, 0.24926, 0.94513], [-2.86266, -0.32054, 0.43834], [-0.88612, 1.79131, -0.44208], [2.50207, -1.09405, 0.97093], [0.38867, -0.37167, -0.46208], [-2.48747, -1.69521, 0.15278], [2.34571, 1.24376, 0.16644], [-1.77311, 1.68493, 0.77305], [1.96365, -0.20109, -0.12392], [-1.46732, -1.65454, -1.13443], [-0.02881, 1.00604, -0.98268], [3.39809, 1.14476, 0.48463], [-1.73596, -0.80347, -1.68952], [-2.74038, 2.26619, 0.48059], [3.32439, -1.69158, 0.64733], [-2.04173, -2.14337, 0.98013], [-1.70934, -2.52638, -1.66059], [1.75750, -1.82404, 1.34581], [1.78832, 1.62743, 1.10032], [-0.82834, 2.75341, -0.79662], [0.43200, 1.40635, -1.92830], [2.83972, -0.51673, 1.72790], [-3.37881, -2.25313, -0.17119], [2.35355, -0.48915, -1.07617], [-1.24461, 2.16757, 1.60158], [2.10442, 1.73800, -0.75401]], "atomic_forces_ev_per_a": [[0.0, -0.6, -0.2], [-0.5, -0.6, 0.1], [1.6, 1.4, -0.4], [0.6, 1.6, 0.1], [-2.1, -2.5, -1.7], [2.1, 0.9, -0.5], [-1.1, 0.1, -2.4], [-0.6, -1.0, 1.8], [-1.5, 0.4, -0.9], [-2.1, -0.4, 0.7], [-0.9, 1.1, 3.7], [-1.0, -1.0, -0.5], [-0.3, 0.9, -0.7], [-0.7, 1.1, -1.1], [1.5, -1.1, 0.6], [0.6, -0.4, -0.5], [1.0, -0.9, 1.3], [0.6, -1.4, -0.8], [0.3, 0.5, -0.2], [0.7, -0.3, -1.6], [-0.5, -0.4, -0.1], [-0.3, -0.5, 1.2], [0.9, 1.7, 2.7], [0.3, 0.3, 0.3], [0.6, -0.1, -0.8], [-0.2, -0.2, -0.1], [0.8, 1.4, 0.0]]}

=====

[5]
{"formula": "C8H15NO", "method": "the ωB97M-V functional and the def2-TZVPD basis", "homo_lumo_gap_ev": 8.9, "smiles": "[H]/N=C/C=C(\\C)O.C=C(C)C", "de_lowest_ev": 3.635, "lumo_ev": 0.72, "homo_energy_ev": -8.169, "total_energy_ev": -12073.89839, "species": ["O", "N", "C", "C", "C", "C", "C", "C", "C", "C", "H", "H", "H", "H", "H", "H", "H", "H", "H", "H", "H", "H", "H", "H", "H"], "coordinates": [[-0.05951, -2.09316, -2.60889], [-1.46929, 1.30695, -0.22652], [0.53207, 0.16141, 1.56817], [-1.31280, 0.07306, 0.12953], [-0.45219, -0.93480, -1.99587], [1.67186, -0.54907, 0.88231], [0.76935, 1.63496, 1.76851], [-0.96876, -1.03487, -0.75848], [-0.19177, 0.32754, -2.74801], [-0.31287, -0.52090, 2.40399], [-0.31109, -1.60006, 2.44848], [-2.33211, 1.70969, 0.13221], [1.76424, 1.81919, 2.17555], [0.87296, 0.41542, -2.98186], [1.83664, -0.11089, -0.10224], [0.28531, -1.89387, -3.48690], [-1.90335, -0.36432, 1.01277], [0.70288, 2.14144, 0.80437], [-0.74739, 0.32313, -3.69044], [2.59424, -0.43359, 1.45501], [1.47037, -1.61089, 0.75860], [-0.50261, 1.18089, -2.14985], [-1.03600, -2.02728, -0.33462], [0.00994, 2.08555, 2.40314], [-0.91008, -0.00553, 3.14105]], "atomic_forces_ev_per_a": [[-0.2, 0.1, -0.1], [0.1, -0.6, -0.7], [1.0, -0.9, 3.3], [-4.1, -0.2, -0.1], [0.3, 0.0, 0.4], [-0.5, 0.0, -0.5], [-0.6, 0.0, -0.7], [1.6, 0.1, -0.1], [0.0, 0.0, 0.0], [1.9, 0.8, -0.7], [-0.1, -0.1, -0.2], [0.6, 0.2, 0.9], [0.0, -0.1, 0.1], [0.0, 0.0, 0.0], [0.1, -0.1, -0.1], [-0.1, 0.0, 0.1], [0.3, 0.8, -1.4], [0.1, 0.1, -0.1], [0.0, 0.0, 0.0], [-0.1, 0.1, 0.1], [0.0, 0.0, 0.0], [0.0, 0.0, -0.1], [0.0, -0.1, 0.1], [0.0, 0.0, 0.1], [-0.3, 0.1, -0.2]]}

=====

[6]
{"formula": "C8H15NO2", "method": "the ωB97M-V functional and the def2-TZVPD basis", "homo_lumo_gap_ev": 9.7, "smiles": "C[C@H]1CCN1C.C=COC=O", "de_lowest_ev": 3.220, "lumo_ev": 0.94, "homo_energy_ev": -8.740, "total_energy_ev": -14122.22046, "species": ["O", "O", "N", "C", "C", "C", "C", "C", "C", "C", "C", "H", "H", "H", "H", "H", "H", "H", "H", "H", "H", "H", "H", "H", "H", "H"], "coordinates": [[2.54365, -1.26967, 1.77863], [2.07827, -0.63702, -0.35144], [-1.32519, -0.18241, -0.71798], [3.07027, 1.31385, -1.28244], [1.96784, -1.41018, 0.72910], [-2.50397, 0.50832, 0.90764], [-2.74902, -0.34039, -0.33701], [-0.15859, 1.43412, 1.00688], [-0.89475, -1.43409, -1.32602], [-1.01475, 0.21647, 0.68320], [3.01989, 0.38552, -0.34751], [3.65531, 0.36975, 0.53365], [-1.61193, -1.71199, -2.11106], [-2.69804, 1.56518, 0.72339], [-2.96375, 0.20828, 1.84743], [1.16145, -2.13782, 0.53912], [-3.47005, 0.04680, -1.08066], [-0.50457, 2.30958, 0.45345], [3.78981, 2.11903, -1.18097], [-3.00048, -1.37586, -0.05821], [0.08646, -1.27406, -1.80439], [2.39485, 1.29528, -2.13872], [-0.82316, -2.25684, -0.59975], [0.92276, 1.28043, 0.82553], [-0.30840, 1.64812, 2.06945], [-0.66389, -0.67041, 1.23867]], "atomic_forces_ev_per_a": [[-0.2, -0.2, -0.9], [0.4, 0.4, -0.9], [-1.3, -0.3, -0.4], [-0.3, -0.2, -0.3], [-0.4, 0.0, 1.3], [-0.1, -0.1, 0.1], [-0.5, 0.7, -0.1], [0.7, -0.5, -0.3], [1.3, 0.7, -0.3], [0.2, -0.1, 0.4], [0.2, 0.1, 0.8], [-0.1, 0.0, -0.2], [0.2, 0.1, 0.3], [-0.1, 0.0, 0.1], [0.0, 0.0, 0.0], [0.4, -0.1, 0.1], [0.3, -0.3, 0.3], [0.1, -0.1, -0.1], [-0.1, -0.2, -0.1], [0.0, 0.1, -0.2], [-0.3, -0.4, 0.2], [0.2, 0.1, 0.3], [-0.1, -0.1, 0.0], [-0.6, 0.2, 0.1], [0.1, 0.0, 0.0], [-0.1, 0.2, 0.2]]}